Computed, not measured: an isolated molecule of C3H5ClN2O2, with ωB97M-V/def2-TZVPD.

Frontier orbital gap, Eh: 0.3757
M, g/mol: 136.5
SMILES: [H]/N=C(/C)[C@@H](Cl)[N+](=O)[O-]
E, eV: -22785.0423

ORCA input file:
```
! RIJCOSX wB97M-V def2-TZVPD def2/J DEFGRID3
* xyz 0 1
H -0.14 -0.62 2.44
N -0.21 -1.01 1.54
C 0.21 -0.26 0.62
C 0.28 -0.60 -0.88
C 0.81 1.19 1.10
Cl 0.97 1.34 2.80
N 2.08 1.51 0.42
O 2.05 1.74 -0.76
O 3.04 1.46 1.14
H 0.96 -1.46 -0.94
H 0.87 0.34 -1.39
H -0.68 -0.66 -1.34
H 0.07 2.15 0.55
*
```